Model a:
A 2-piece molecular cluster, C4H9N overall. Source: the Open Molecules 2025 dataset; level of theory: ωB97M-V/def2-TZVPD.

Cartesian coordinates (Å):
N 0.73 -1.42 -1.65
C 0.43 0.44 0.74
C 1.32 1.36 0.35
H 0.59 -1.92 -0.77
H 1.69 -1.09 -1.73
H 0.66 -0.20 1.59
H 1.15 2.00 -0.51
H 2.28 1.45 0.86
C -1.02 0.50 0.36
C -1.94 -0.33 0.87
H -2.96 -0.32 0.50
H -1.71 -1.04 1.66
H -1.31 1.21 -0.41
H 0.09 -0.64 -1.84

## Properties
HOMO-LUMO gap (eV): 9.855
SMILES string: C=CC=C.N
HOMO (eV): -8.9

Model b:
A 2-piece molecular cluster, C4H9N overall. Source: the Open Molecules 2025 dataset; level of theory: ωB97M-V/def2-TZVPD.

Cartesian coordinates (Å):
C 2.18 1.32 -0.60
C 0.94 1.49 -0.13
H 2.93 0.68 -0.15
H 2.41 1.83 -1.53
H 0.65 1.22 0.86
H 0.31 2.04 -0.79
C -1.85 -0.31 -0.51
C -1.02 -1.24 -0.07
N -0.38 -1.33 1.19
H -2.02 0.65 -0.04
H -2.55 -0.58 -1.29
H -0.77 -2.11 -0.68
H -0.92 -0.94 1.94
H 0.61 -1.13 1.24

## Properties
HOMO-LUMO gap (eV): 10.000
SMILES string: C=CN.C=C
HOMO (eV): -8.8

Short version: model b is the least stable of them.